(1)
62
Properties=species:S:1:pos:R:3 method="wB97M-V/def2-TZVPD" total_energy_ha=-2041.3286 lumo_ev="-3.144 / -3.819" charge=+1 largest_force_ev_per_a=3.09 homo_energy_ha="-0.37622 / -0.40825" spin_multiplicity=4
Ti -1.075 -1.031 -0.607
O -2.752 -3.138 -1.169
O 1.523 -1.818 -3.583
O -4.056 1.726 -3.946
O 3.078 5.036 0.946
O 1.086 3.503 -0.583
O -0.101 -0.193 2.940
O 5.312 -1.003 3.142
N -3.669 -0.849 -3.081
N 2.561 -0.934 2.019
C -3.889 -2.348 -3.107
C -4.057 -2.915 -1.714
C 5.443 -2.091 4.135
C 2.508 5.522 -0.238
C 5.085 -1.392 1.859
C -4.866 0.011 -2.828
C -2.893 -3.652 0.166
C 2.189 4.250 -1.069
C -4.450 1.399 -2.601
C -3.277 2.884 -4.013
C 1.019 -0.245 3.830
C 2.107 -1.257 3.379
C -1.019 0.932 3.134
C 3.609 -1.866 1.642
H -3.632 1.232 -1.901
H 1.313 0.805 3.818
H -1.367 0.896 4.166
H -3.682 -4.393 0.297
H 3.082 6.297 -0.746
H 4.737 -2.914 4.020
H -3.407 3.376 -4.977
H 0.717 -0.492 4.848
H 5.508 -0.688 1.142
H -5.153 2.040 -2.068
H 1.040 3.659 0.364
H 3.015 3.540 -1.107
H -1.843 -3.941 0.130
H -3.575 3.646 -3.293
H 1.666 -2.237 3.198
H 3.551 -1.961 0.557
H 1.516 5.933 -0.050
H -5.471 -0.346 -1.994
H -3.118 -2.956 -3.579
H -1.846 1.004 2.427
H -2.209 2.685 -3.931
H 5.669 -2.292 1.671
H 1.938 -1.593 -4.416
H 3.998 5.310 0.949
H 2.994 -0.031 2.154
H -0.337 1.766 2.971
H 6.428 -2.557 4.132
H 5.106 -1.615 5.056
H 3.494 -2.887 2.006
H -4.613 -2.344 -0.970
H -3.433 -0.753 -4.059
H -4.873 -2.561 -3.525
H -4.648 -3.829 -1.768
H 1.913 4.490 -2.095
H -3.061 -2.795 0.819
H 2.864 -1.435 4.143
H -5.555 0.100 -3.668
H 1.857 -2.692 -3.377

---

(2)
70
Properties=species:S:1:pos:R:3 method="wB97M-V/def2-TZVPD" total_energy_ha=-2146.6633 lumo_ev=-1.645 largest_force_ev_per_a=2.29 homo_energy_ha=-0.27606 spin_multiplicity=1
F -0.541 -2.743 -3.414
F -2.569 4.373 1.947
F -2.148 -2.782 -2.000
F -2.503 -3.423 -4.025
O 2.212 0.968 -1.500
O -3.256 -1.670 2.730
O -4.574 2.588 0.649
O -5.032 -1.688 1.167
O -3.485 0.172 1.219
O -3.926 1.408 -3.463
O -0.992 0.512 -3.954
O -4.722 2.058 -1.467
O 1.081 0.394 0.885
O -2.209 -1.304 -3.699
N 1.581 -0.603 -3.178
N -1.201 0.352 0.958
N -0.394 2.782 1.528
C -1.356 -0.050 -1.715
C -1.134 0.767 2.360
C 2.660 -1.518 1.275
C 6.104 -1.564 0.166
C -4.035 2.706 -0.385
C -3.890 -0.116 -1.630
C -1.855 -2.546 -3.288
C -2.548 -0.030 -0.965
C -0.072 0.279 0.229
C -0.104 0.108 -1.154
C 2.293 -2.671 0.353
C -1.545 2.226 2.241
C 1.420 -0.772 1.719
C -2.817 3.477 -0.616
C -1.469 -0.224 -3.195
C 3.774 -0.638 0.718
C -2.421 0.145 0.397
C 5.173 -1.016 1.254
C 5.796 0.211 1.912
C -4.132 1.198 -2.316
B 1.273 0.141 -1.977
B -3.927 -1.077 1.700
H 1.529 -2.409 -0.368
H -0.589 3.687 1.077
H 3.599 0.411 0.892
H 5.683 1.060 1.252
H -3.090 4.428 -1.042
H -2.371 3.669 0.409
H 0.369 2.933 2.179
H -0.133 0.775 2.732
H -1.742 0.183 3.026
H 3.816 -0.793 -0.345
H 6.971 -0.931 0.057
H -1.724 2.667 3.216
H 1.874 -3.465 0.957
H -3.872 -1.859 3.446
H 0.576 -1.447 1.715
H 1.571 -0.397 2.716
H -4.789 -2.158 0.364
H -4.711 -0.197 -0.945
H 6.840 0.065 2.142
H 3.158 -3.097 -0.127
H -2.149 2.980 -1.316
H 5.625 -1.657 -0.796
H -3.949 -0.931 -2.319
H 3.046 -1.970 2.177
H 0.988 -1.392 -3.367
H 6.484 -2.537 0.439
H 5.085 -1.768 2.025
H 5.259 0.445 2.819
H 2.976 0.932 -2.083
H 1.549 0.000 -3.988
H -2.390 2.341 1.586

---

(3)
15
Properties=species:S:1:pos:R:3 method="wB97M-V/def2-TZVPD" total_energy_ha=-362.3900 lumo_ev=3.949 charge=-1 largest_force_ev_per_a=4.24 smiles="C[C@@H](C=O)NC[O-]" homo_energy_ha=-0.09704 spin_multiplicity=1
O -2.320 -0.581 0.446
O 1.457 0.523 1.565
N -0.581 0.764 -0.474
C 0.195 -0.420 -0.186
C 0.920 -0.505 1.144
C 1.298 -0.442 -1.250
C -1.908 0.624 0.384
H -0.534 -1.234 -0.402
H -0.280 1.565 -0.047
H -1.461 1.075 1.391
H -2.603 1.401 -0.030
H 0.926 -0.271 -2.236
H 1.851 -1.334 -1.162
H 1.069 -1.438 1.580
H 1.970 0.273 -0.722